The following is a DFT calculation (the ωB97M-V functional and the def2-TZVPD basis) of a 3-piece molecular cluster, C4H8Se overall.

Geometry as ORCA input:
```
! RIJCOSX wB97M-V def2-TZVPD def2/J DEFGRID3
* xyz 0 3
C -0.665 0.427 -0.562
C 0.342 0.585 0.376
C -2.298 -1.063 0.607
C 1.398 0.509 0.960
Se 5.117 1.092 -0.958
H -1.397 1.132 -0.771
H -0.361 -0.389 -1.182
H -1.761 -1.900 0.898
H -3.279 -1.319 1.125
H -1.864 -0.126 0.831
H 2.384 0.530 1.254
H -2.351 -1.045 -0.421
H 4.735 1.568 -2.156
*
```

Its orbital gap (spin up / spin down) is 8.72 / 6.82 eV. For the molar mass, the calculation gives 135.07 g/mol. Its expectation value of S² is 2.024. The calculation puts the LUMO energy (spin up / spin down) at 0.88 / -2.46 eV. The calculation puts the relative energy (zero: lowest compared OMol25 entry of this formula, charge and spin) at 2.237 eV. The calculation puts the largest force on an atom at 0.0753 hartree/bohr.